Density functional theory data (the ωB97M-V functional and the def2-TZVPD basis) for a molecular structure, C36H60I2InN7O2PS2.

total charge: -1
HOMO level: -4.73 eV
calculated total energy: -105163.6603 eV
HOMO-LUMO gap: 6.111 eV
LUMO level: 1.38 eV

XYZ file:
```
111
C36H60I2InN7O2PS2 the ωB97M-V functional and the def2-TZVPD basis
C -2.8650 0.1177 -0.1761
C -4.2396 -0.1059 -0.7972
I -5.6977 0.2794 0.8373
C -4.6011 0.8333 -1.9503
I -3.6689 2.7995 -1.7855
In -4.1246 -0.0029 -3.9891
C -2.7427 -1.7332 -3.9949
C -3.1705 -2.9668 -3.2039
C -2.1691 -4.1845 -3.2551
S -0.7525 -3.9929 -4.3616
C 0.4005 -2.9931 -3.4072
S 0.8546 -3.5617 -1.9373
N 0.8097 -1.7884 -3.9329
C 0.5474 -1.6478 -5.3921
C 1.0442 -0.2299 -5.8196
O 1.3941 0.5587 -4.7119
C 2.4349 -0.0096 -3.9417
C 2.2546 -1.5387 -3.7980
P -2.8824 1.8437 -5.2928
O -2.7956 1.4680 -6.7581
C -5.9163 -0.4861 -5.2076
C -6.6820 -1.6120 -4.9574
C -7.7405 -1.8322 -5.7946
C -8.0598 -1.0172 -6.8381
N -7.3617 0.0915 -7.0834
C -6.3340 0.3005 -6.2688
H -2.1020 0.3564 -0.9168
H -2.5513 -0.7338 0.4288
H -2.9416 0.9583 0.5080
H -4.4190 -1.1419 -1.0650
H -5.6584 1.0576 -1.8730
H -1.7469 -1.4026 -3.6999
H -2.6600 -2.0306 -5.0440
H -3.2260 -2.6838 -2.1492
H -4.1547 -3.3200 -3.5144
H -1.7548 -4.3222 -2.2556
H -2.6997 -5.1070 -3.4842
H -0.5105 -1.6848 -5.6172
H 1.0805 -2.4340 -5.9335
H 1.8512 -0.3205 -6.5600
H 0.2145 0.2874 -6.2989
H 3.4413 0.2559 -4.2901
H 2.3108 0.3930 -2.9354
H 2.7753 -2.0078 -4.6411
H 2.6638 -1.8047 -2.8315
H -3.5868 3.0788 -5.2084
H -1.5515 2.0141 -4.8111
H -6.4532 -2.2858 -4.1424
H -8.3427 -2.7197 -5.6372
H -8.8941 -1.2772 -7.4766
H -5.7499 1.1975 -6.4667
C -13.2571 -4.2615 -4.7137
C -12.2742 -3.2379 -4.1559
C -11.7322 -2.2839 -5.2237
C -10.9206 -2.9730 -6.2226
N -10.2743 -3.5083 -7.0045
H -12.7768 -4.9195 -5.4395
H -13.6513 -4.8853 -3.9107
H -14.1004 -3.7696 -5.2028
H -11.4478 -3.7560 -3.6664
H -12.7766 -2.6454 -3.3888
H -11.1163 -1.5173 -4.7487
H -12.5556 -1.7657 -5.7190
C 3.3321 4.0523 -0.4380
C 4.4588 3.2989 0.2640
C 5.0536 2.1828 -0.5956
C 4.0894 1.1177 -0.8615
N 3.3304 0.2832 -1.0757
H 2.4833 3.3996 -0.6497
H 2.9727 4.8670 0.1915
H 3.6755 4.4822 -1.3810
H 4.0902 2.8905 1.2039
H 5.2517 4.0013 0.5128
H 5.9158 1.7545 -0.0827
H 5.4185 2.5905 -1.5404
C 6.1510 2.8977 5.8842
C 4.8753 2.8723 5.0530
C 4.9700 1.9506 3.8330
C 5.9627 2.4197 2.8677
N 6.7545 2.7848 2.1205
H 6.9909 3.2997 5.3100
H 6.0167 3.5244 6.7560
H 6.4143 1.8973 6.2265
H 4.6317 3.8887 4.7345
H 4.0519 2.5279 5.6803
H 3.9970 1.9001 3.3395
H 5.2151 0.9358 4.1471
C 7.2121 3.2075 11.7391
C 6.8771 4.4934 10.9918
C 5.4362 4.5263 10.4738
C 5.1902 3.5058 9.4566
N 4.9979 2.7058 8.6559
H 7.1445 2.3375 11.0841
H 8.2291 3.2503 12.1294
H 6.5345 3.0553 12.5813
H 7.5741 4.6244 10.1620
H 7.0203 5.3418 11.6637
H 5.2283 5.5062 10.0401
H 4.7359 4.3918 11.3000
C 6.7678 -3.5724 6.4617
C 7.5371 -2.3101 6.0890
C 7.0689 -1.0737 6.8627
C 5.6939 -0.7039 6.5359
N 4.6141 -0.4131 6.2786
H 5.7106 -3.4840 6.2073
H 7.1670 -4.4318 5.9231
H 6.8468 -3.7786 7.5310
H 7.4482 -2.1333 5.0156
H 8.5973 -2.4655 6.2985
H 7.7205 -0.2293 6.6277
H 7.1522 -1.2473 7.9372
```

Mulliken population analysis, charges in e, atoms 1 to 4: number 1, C, carries -1.5065; number 2, C, carries -0.1526; number 3, I, carries -0.0862; number 4, C, carries -1.1145